#P
An isolated ion of composition C4H8FN2 and charge +1. Source: the Open Molecules 2025 dataset; level of theory: ωB97M-V with the def2-TZVPD basis set.

Geometry as XYZ:
```
15
Properties=species:S:1:pos:R:3:nbo_charge:R:1
F 3.217 -0.562 -0.064 -0.250
N 1.640 1.173 0.037 -0.404
N -0.360 -0.002 -0.339 -0.356
C 0.657 -0.991 -0.071 -0.323
C 0.284 1.371 0.025 -0.050
C 1.980 -0.056 -0.134 0.665
C -1.693 -0.270 0.267 -0.448
H 0.704 -1.889 -0.739 0.275
H -2.504 0.428 0.201 0.265
H -0.453 -0.116 -1.327 0.438
H 0.438 -1.222 0.993 0.243
H -0.197 1.763 0.836 0.229
H 0.089 2.062 -0.787 0.237
H -1.560 -0.467 1.262 0.225
H -2.242 -1.222 -0.161 0.256
```

HOMO-LUMO gap = 12.038 eV
2S+1 = 1
Charge = +1
HOMO = -15.7195 eV
SMILES string = C[N@H+]1CN=C(F)C1



#Q
A 2-piece molecular cluster, C4H8FN2 overall. Source: the Open Molecules 2025 dataset; level of theory: ωB97M-V with the def2-TZVPD basis set.

Geometry as XYZ:
```
15
Properties=species:S:1:pos:R:3:nbo_charge:R:1
F 1.195 -1.536 1.057 -0.255
N 0.304 0.506 1.152 -0.425
N 0.656 -0.792 -1.935 -0.357
C -0.265 1.601 1.365 0.309
C 0.791 -2.121 -2.069 -0.486
C -1.729 1.924 1.646 -0.725
C 0.660 -0.472 0.542 0.734
H -2.363 1.180 1.143 0.255
H 1.456 -0.207 -2.009 0.357
H -2.109 2.938 1.367 0.287
H 0.053 -2.832 -1.672 0.245
H 1.793 -2.371 -1.679 0.227
H 1.090 -2.228 -3.261 0.303
H 0.495 2.407 1.613 0.231
H -2.027 2.002 2.739 0.301
```

HOMO-LUMO gap (alpha / beta) = 8.531 / 7.264 eV
2S+1 = 1
Charge = +1
HOMO (alpha / beta) = -14.0667 / -13.8687 eV



#R
A 2-piece molecular cluster, C4H8FN2 overall. Source: the Open Molecules 2025 dataset; level of theory: ωB97M-V with the def2-TZVPD basis set.

Geometry as XYZ:
```
15
Properties=species:S:1:pos:R:3:nbo_charge:R:1
F -1.294 0.259 0.672 -0.259
N 1.652 0.524 2.086 -0.786
N 1.698 2.644 1.109 -0.794
C -1.487 -0.737 -1.660 -0.377
C 1.376 1.366 1.192 0.620
C -1.294 -0.075 -0.580 0.508
C -1.646 -2.274 -1.794 -0.636
H 1.977 0.750 3.092 0.428
H 1.358 3.172 0.318 0.442
H -2.688 -2.803 -1.788 0.255
H 2.412 3.161 1.712 0.436
H -1.146 -2.439 -2.725 0.225
H 1.428 -0.488 2.144 0.455
H -0.976 -2.721 -1.003 0.217
H -1.371 -0.339 -2.775 0.268
```

HOMO-LUMO gap (alpha / beta) = 10.145 / 3.702 eV
2S+1 = 1
Charge = +1
HOMO (alpha / beta) = -13.4420 / -10.8892 eV



Verdict on stability: #P comes out on top.



#P
A 4-piece molecular cluster, C3H15N2O3 overall. Source: the Open Molecules 2025 dataset; level of theory: ωB97M-V with the def2-TZVPD basis set.

Geometry as XYZ:
```
23
Properties=species:S:1:pos:R:3:nbo_charge:R:1
O 1.718 0.552 -2.914 -0.963
O 0.015 2.319 -1.471 -1.019
O -2.948 -1.724 2.160 -0.957
N 1.457 0.583 0.422 -0.833
N -1.327 0.375 -0.459 -0.721
C -0.617 -0.570 0.399 -0.264
C 1.272 -1.474 1.717 -0.676
C 0.703 -0.521 0.768 0.231
H -2.376 0.059 -0.455 0.463
H 1.024 -1.155 2.784 0.258
H 2.327 0.070 -2.333 0.485
H 0.338 2.208 -2.448 0.533
H -2.984 -2.461 2.668 0.481
H -3.610 -1.077 2.383 0.484
H 1.186 1.348 -0.197 0.425
H 2.418 0.598 0.797 0.400
H 0.304 3.272 -1.249 0.507
H 2.384 -1.602 1.752 0.246
H -1.200 1.415 -0.198 0.472
H 2.259 0.591 -3.685 0.483
H 0.685 -2.503 1.647 0.252
H -1.167 -1.479 0.779 0.255
H -0.937 0.217 -1.489 0.459
```

HOMO-LUMO gap = 8.765 eV
2S+1 = 1
Charge = +1
HOMO = -11.7937 eV



#Q
A 4-piece molecular cluster, C3H15N2O3 overall. Source: the Open Molecules 2025 dataset; level of theory: ωB97M-V with the def2-TZVPD basis set.

Geometry as XYZ:
```
23
Properties=species:S:1:pos:R:3:nbo_charge:R:1
O -2.813 1.303 1.904 -0.978
O 2.515 -0.550 -1.600 -0.684
O -0.503 -0.629 -1.383 -0.942
N 0.226 1.261 0.652 -0.635
N -3.965 -0.989 -0.708 -1.089
C 1.834 -0.441 0.632 0.352
C 2.951 -0.813 -0.260 -0.198
C 1.583 0.906 1.064 -0.374
H -0.745 -1.195 -2.123 0.501
H -0.518 0.774 1.154 0.418
H 3.251 -1.840 -0.192 0.219
H -3.525 0.803 1.488 0.496
H -3.013 -0.710 -0.910 0.362
H 3.806 -0.180 -0.037 0.225
H 0.091 1.101 -0.349 0.411
H -3.909 -1.985 -0.559 0.356
H 0.224 -1.061 -0.929 0.454
H 3.272 -0.197 -2.082 0.506
H -4.621 -0.911 -1.463 0.373
H 1.670 0.915 2.151 0.283
H 2.317 1.573 0.644 0.240
H 1.233 -1.246 1.053 0.221
H -3.182 1.731 2.678 0.484
```

HOMO-LUMO gap = 5.463 eV
2S+1 = 1
Charge = +1
HOMO = -12.6980 eV



Verdict on stability: #P comes out on top.



#P
An isolated ion of composition C4H8IN2 and charge +1. Source: the Open Molecules 2025 dataset; level of theory: ωB97M-V with the def2-TZVPD basis set.

Geometry as XYZ:
```
15
Properties=species:S:1:pos:R:3:nbo_charge:R:1
I 0.327 -2.872 -0.656 -0.116
N -0.688 0.856 -1.432 -0.472
N -1.148 -0.034 0.497 -0.564
C 1.104 -0.381 1.494 -0.694
C 0.202 -0.376 0.312 0.298
C 0.594 0.382 -0.953 -0.319
C -1.621 0.620 -0.550 0.394
H 1.262 1.225 -0.734 0.243
H -2.646 0.942 -0.652 0.262
H -0.814 1.330 -2.313 0.458
H 0.681 -0.952 2.317 0.254
H 2.065 -0.816 1.235 0.270
H -1.686 -0.326 1.302 0.461
H 1.092 -0.241 -1.699 0.282
H 1.275 0.644 1.833 0.241
```

HOMO-LUMO gap = 7.472 eV
2S+1 = 1
Charge = +1
HOMO = -12.8158 eV
SMILES string = C[C@]1(I)CNC=[NH+]1



#Q
C4H8IN2 as an isolated structure. Source: the Open Molecules 2025 dataset; level of theory: ωB97M-V with the def2-TZVPD basis set.

Geometry as XYZ:
```
15
Properties=species:S:1:pos:R:3:nbo_charge:R:1
I -2.064 1.736 1.405 0.221
N 0.358 2.060 -1.113 -0.529
N -0.217 -1.352 -0.360 -0.555
C -0.297 -1.041 1.108 -0.211
C 0.737 -0.324 -1.032 -0.291
C 0.350 1.040 -0.411 0.197
C -0.204 0.860 0.933 -0.394
H -1.202 -1.397 -0.877 0.466
H 0.565 -0.167 -2.099 0.276
H 0.432 1.077 1.705 0.233
H 0.061 2.945 -0.743 0.381
H -1.251 -1.212 1.429 0.249
H 1.853 -0.669 -0.947 0.264
H 0.183 -2.358 -0.417 0.457
H 0.694 -1.197 1.419 0.237
```

HOMO-LUMO gap = 9.570 eV
2S+1 = 1
Charge = +1
HOMO = -13.4625 eV



Verdict on stability: #P comes out on top.